1.
Molecular formula: C9H14N4O9OsP2
Method: DFT, the ωB97M-V functional and the def2-TZVPD basis

Properties
Net charge: +2
ΔE to the lowest compared entry with this formula, charge and spin, kJ/mol: 0.0
Multiplicity: 5
⟨S²⟩: 6.015

```
39
Properties=species:S:1:pos:R:3:forces:R:3:lowdin_charge:R:1
Os -0.1871 0.1243 0.2090 0.1644 0.0145 0.0245 1.9105
P -2.0369 -1.7938 -0.2302 0.0893 0.2304 0.3275 0.2444
P -0.5011 -1.5035 -2.5168 -0.2562 0.3665 0.2499 0.3084
O -3.3212 -2.4989 0.2337 -0.0488 -0.0095 -0.1036 0.0080
O -1.9340 -1.9138 -1.8006 0.0910 -0.0188 -0.1709 -0.1904
O -0.9547 -0.9440 -3.8909 0.0088 -0.1369 0.0062 -0.0198
O 0.5047 -2.5508 -2.4343 0.1251 -0.1207 0.0019 -0.2014
O -0.1236 -0.2038 -1.6906 -0.0442 -0.0075 -0.3387 -0.4216
O -2.1188 -0.2641 0.1487 -0.1153 -0.2500 -0.0691 -0.3602
O 3.3980 1.4119 -1.2979 0.0799 0.0077 0.0573 0.0684
O 1.5181 1.2348 -0.0708 0.1145 0.0602 -0.0541 -0.1410
O -0.7296 -2.1911 0.4095 -0.0823 -0.1116 0.0750 -0.3029
N 2.7480 -0.5920 -0.6027 -0.0944 0.1065 0.0232 0.0930
N 0.0105 2.1841 3.8052 -0.0219 -0.0348 -0.0616 0.1846
N -0.2391 0.7763 2.1352 -0.0326 0.0435 0.0453 -0.0989
N 1.7754 -1.3658 0.0400 0.0928 0.0040 -0.0727 0.0271
C -2.3505 -1.0545 4.6081 0.0044 0.0213 0.0069 -0.0277
C -1.4330 1.0025 5.5209 -0.0268 -0.0876 -0.0623 0.0271
C 2.5294 0.7219 -0.6579 -0.0235 -0.0923 0.0419 -0.5178
C 3.2249 2.8602 -1.4434 -0.0194 -0.0913 -0.0460 0.0618
C -1.7515 -0.8666 3.3781 -0.0472 0.0220 0.1150 0.0033
C 0.3351 1.9137 2.5553 0.0269 0.0233 -0.0325 -0.1015
C -0.8367 1.1817 4.2803 0.0458 0.1045 0.0891 -0.1609
C -2.2021 -0.1352 5.6591 0.0184 0.0063 -0.0198 -0.0291
C -0.9939 0.2900 3.2263 -0.0064 -0.1752 -0.0807 -0.1938
H -1.3009 1.7051 6.3311 -0.0003 0.0178 0.0091 0.1308
H -2.9463 -1.9416 4.7707 -0.0114 -0.0004 0.0064 0.1241
H 4.1968 3.2135 -1.7651 -0.0166 0.0177 -0.0059 0.1148
H 2.1639 -1.8116 0.8680 -0.0597 0.0140 0.0310 0.1446
H 1.4062 -2.0759 -0.6030 0.0205 -0.0310 -0.0596 0.0772
H 2.4706 3.0348 -2.2053 -0.0038 0.0419 0.0256 0.1140
H 0.3306 2.9923 4.3203 -0.0125 0.0028 0.0013 0.1933
H -1.8557 -1.6031 2.5975 0.0265 0.0076 -0.0107 0.0866
H 3.4930 -1.0193 -1.1393 0.0074 -0.0007 0.0205 0.1981
H -3.7522 -3.1614 -0.3279 -0.0069 0.0112 0.0146 0.1447
H 2.9434 3.2923 -0.4893 0.0151 0.0232 0.0011 0.0991
H 0.9727 2.5362 1.9495 0.0000 -0.0004 0.0127 0.1431
H -2.6936 -0.3295 6.6018 -0.0043 -0.0073 0.0048 0.1253
H -0.7800 -1.5083 -4.6599 0.0035 0.0291 -0.0025 0.1348
```
Forces are in eV/Å.

---

2.
Molecular formula: C5H8O3
Method: DFT, the ωB97M-V functional and the def2-TZVPD basis

Properties
ΔE to the lowest compared entry with this formula, charge and spin, kJ/mol: 421.6
Multiplicity: 1
SMILES: OC/C=C1\COCO1

```
16
Properties=species:S:1:pos:R:3:forces:R:3:lowdin_charge:R:1
O -0.6358 1.2152 3.0995 -0.7189 4.3080 -1.6073 -0.1386
O -0.3053 -0.3067 -2.4646 0.6913 -1.4128 2.7256 -0.1124
O 1.3671 -0.2274 -0.8601 0.0157 0.4034 0.1225 -0.0156
C 1.0324 -0.7114 -2.1248 0.7957 -1.5511 -0.8548 -0.2211
C 0.2437 -0.1293 -0.1337 -2.1049 -0.3517 0.6183 -0.2952
C -0.9802 -0.2349 -1.1257 -1.9705 1.0870 -0.8775 -0.0704
C -0.7713 0.1481 2.2159 -1.2756 -2.6644 -0.2312 -0.3625
C 0.2733 0.0883 1.1851 3.0495 2.0357 -0.0395 -0.0833
H 1.3640 -1.8554 -2.1348 -1.6448 1.8337 -0.1294 0.1689
H -1.4922 0.8347 -1.2042 0.8004 -2.3417 0.5390 0.1470
H -1.8569 0.1362 1.7869 1.7623 -0.5161 0.7108 0.1404
H -1.9316 -1.0717 -0.9813 3.2248 2.1133 -0.3061 0.1799
H 1.7157 -0.2176 -2.7772 0.2447 0.3054 -0.9303 0.1158
H -0.8455 2.1690 2.5495 0.9439 -4.1889 2.2129 0.2051
H -0.4578 -0.8802 2.7747 -1.6030 2.4030 -0.4600 0.1649
H 1.3084 0.4713 1.6866 -2.2104 -1.4626 -1.4931 0.1770
```
Forces are in eV/Å.

---

3.
Molecular formula: C8H20O2
Method: DFT, the ωB97M-V functional and the def2-TZVPD basis

Properties
ΔE to the lowest compared entry with this formula, charge and spin, kJ/mol: 287.2
Multiplicity: 1
SMILES: CCOCC.CCOCC

```
30
Properties=species:S:1:pos:R:3:forces:R:3:lowdin_charge:R:1
O 0.7856 2.7153 0.3780 -1.2435 1.2555 0.4889 -0.1439
O -0.5565 -2.2966 -0.2110 -1.3848 -0.1697 0.2893 -0.1319
C 1.6313 1.3885 -1.3428 1.9203 -0.4786 -0.9966 -0.1154
C 0.7793 2.5172 -0.9997 -1.3746 -0.0226 -0.1876 -0.3431
C -1.4560 -3.3399 0.0650 -0.2778 -0.8626 1.7484 -0.3074
C -0.3612 3.5160 2.3606 0.2685 0.3978 -1.1037 -0.0743
C -0.4117 3.4065 0.7798 0.0825 -0.3856 2.1920 -0.2521
C 1.3432 -1.5278 -1.3608 0.0687 -0.9729 0.6569 -0.0786
C -1.9312 -3.1361 1.4773 -1.0295 0.2783 0.6258 -0.0969
C 0.4082 -2.7151 -1.0746 1.8447 0.1662 -2.2654 -0.3271
H -2.6010 -3.9768 1.7247 0.1168 0.3680 0.1287 0.0786
H 0.5552 4.0863 2.5878 -0.3760 -0.2319 0.1564 0.0692
H 1.9799 -1.5660 -0.4610 0.1865 0.7427 -0.4239 0.0916
H 0.8600 -0.5375 -1.4081 -0.4381 -2.0469 -0.3888 0.0264
H -1.1396 -3.0797 2.2433 -0.1449 -0.0635 -0.5508 0.0835
H -2.5153 -2.2009 1.5053 0.1600 -0.3167 0.2777 0.0794
H -0.3102 2.5456 2.8824 -0.0319 0.3015 -0.5163 0.0713
H -0.9782 -4.3378 0.1026 0.2527 0.4088 -0.6766 0.1197
H -0.2201 2.1651 -1.3200 -0.1595 0.6164 0.1876 0.1207
H 2.7021 1.6518 -1.3191 -0.2587 -0.1738 -0.0078 0.0978
H 1.3387 1.1985 -2.3891 0.5963 -0.4106 0.1490 0.0988
H -1.2292 4.0772 2.7455 0.3069 -0.2037 -0.2279 0.0669
H 1.9837 -1.6496 -2.2505 -0.3124 -0.1290 0.3403 0.0939
H 1.0310 3.4103 -1.6035 -0.0834 -0.0578 0.4287 0.1327
H 1.4839 0.4621 -0.7625 0.2815 1.9588 0.1728 0.0392
H 1.0268 -3.5165 -0.6267 -0.2997 -0.0039 -0.1660 0.1219
H -1.3209 2.8412 0.4982 0.4596 0.0442 -0.1603 0.1124
H -2.3709 -3.4279 -0.5520 0.6991 0.4263 -0.4399 0.1274
H -0.5056 4.4262 0.3593 0.3285 -0.4098 -0.0360 0.1168
H -0.0015 -3.0996 -2.0284 -0.1577 -0.0251 0.3051 0.1227
```
Forces are in eV/Å.

---

4.
Molecular formula: C4H12
Method: DFT, the ωB97M-V functional and the def2-TZVPD basis

Properties
ΔE to the lowest compared entry with this formula, charge and spin, kJ/mol: 35.8
Multiplicity: 1
SMILES: CC.CC

```
16
Properties=species:S:1:pos:R:3:forces:R:3:lowdin_charge:R:1
C 0.3549 -1.2605 -0.7502 0.0041 -0.2328 -0.3288 -0.1746
C -1.3478 2.1852 0.6690 -0.1453 -0.9194 -0.9883 -0.1601
C 1.2214 -2.3891 -1.3483 -0.3229 0.9808 0.0272 -0.1580
C -0.2241 1.5256 1.4151 1.6170 -0.2434 1.3723 -0.1922
H 1.8823 -2.0347 -2.1292 0.2022 0.2059 -0.1378 0.0557
H 0.8124 1.8388 1.2589 -0.2154 0.8786 -0.5439 0.0657
H 0.5302 -3.0617 -1.8360 0.0929 -0.6503 0.1235 0.0559
H 1.8259 -2.8699 -0.5907 0.0272 -0.3112 0.0557 0.0572
H -1.3118 1.9898 -0.4074 0.4022 0.2398 -0.0312 0.0611
H -0.4972 -1.1143 -1.4174 -0.1370 0.0844 0.2402 0.0639
H -0.0448 0.4622 1.2992 -0.9595 -0.3377 -0.3653 0.0277
H -1.4274 3.2564 0.8160 -0.0289 0.0421 0.2077 0.0632
H -2.2651 1.6677 0.9295 -0.3824 0.3289 0.4203 0.0625
H -0.0005 -1.5678 0.2323 -0.2206 0.0593 -0.0361 0.0572
H -0.3202 1.6491 2.4973 -0.3178 0.0983 0.0305 0.0640
H 0.8117 -0.2768 -0.6381 0.3844 -0.2233 -0.0460 0.0506
```
Forces are in eV/Å.

---

5.
Molecular formula: C32H42Cl10O14
Method: DFT, the ωB97M-V functional and the def2-TZVPD basis

Properties
E_tot, a.u.: -6899.6823
Multiplicity: 1
SMILES: O=C1C=C(O)C(=O)C=C1O.O=C1C=C(O)C(=O)C=C1O.O=C1C=C(O)C(=O)C=C1O.COCCOC.ClCCCl.ClCCCl.ClCCCl.ClCCCl.ClCCCl

```
98
Properties=species:S:1:pos:R:3:forces:R:3:lowdin_charge:R:1
Cl 1.7375 -0.0790 -0.8298 0.4343 -0.9093 -1.3609 0.6630
Cl 5.0747 -4.5636 -0.3452 -0.5645 0.5834 -0.0674 0.5023
Cl 1.6304 -0.7743 -5.5094 -0.2697 -0.5424 0.2898 0.5518
Cl 2.0325 -5.3547 -1.2937 -0.4997 -0.4355 -0.4108 0.5730
Cl 4.3075 -2.6549 -4.3802 -0.4862 0.9538 -0.2686 0.5613
Cl -3.0857 6.3587 -1.4814 0.0927 0.5151 0.0267 0.5869
Cl -1.4539 2.3867 -1.2845 -0.1267 -0.3561 -0.0610 0.6365
Cl 2.3685 -3.3267 6.2011 0.1115 -0.3718 -1.1243 0.4688
Cl 0.8348 -1.0143 2.5085 -0.0343 -0.2905 0.0094 0.5987
Cl 1.3175 -6.1547 4.9676 -0.3486 -0.0002 -0.2411 0.5492
O 6.4011 2.0077 -3.6349 -0.1504 1.3338 0.4665 0.0967
O -3.2125 -3.2187 -2.6968 1.4846 -0.0930 1.8859 0.0930
O -0.6727 3.0443 5.7119 -0.0742 2.2001 -2.5908 0.1068
O 5.4206 0.6222 -1.5988 0.2310 0.3574 0.3392 0.0962
O -6.7364 -2.2801 -0.4704 -1.4330 -0.5062 0.5357 -0.1757
O -1.1691 -5.6101 1.6364 0.1400 -1.0745 0.5979 0.1346
O -2.6239 6.9222 3.5447 -0.2637 -1.6229 1.0834 0.1011
O -1.2567 -1.8784 -1.1951 0.0233 -0.3137 0.3337 0.0423
O -0.5879 6.8314 1.7329 -1.0114 -0.6078 0.5554 0.1147
O 1.0611 2.7767 3.5623 -0.8078 2.1234 -1.0414 0.0530
O 4.8668 6.0148 -1.7713 -0.6412 -0.8748 0.8686 0.1335
O 4.1038 4.5758 0.5333 -0.1705 0.2750 0.7212 0.1095
O -2.9377 -7.0415 -0.0204 -0.5042 1.3112 -0.5152 0.0895
O -4.4340 -1.0281 0.1385 0.6944 -1.3678 1.5744 -0.1995
C -3.2363 -5.0260 -1.2248 0.3225 -0.6994 0.8839 0.0896
C 0.1652 3.8654 3.6169 2.8066 -2.1406 -0.6295 -0.1829
C -1.7917 5.8436 3.6006 -0.0305 1.8260 -0.9372 -0.2089
C -5.3631 -0.3277 -0.6166 0.2252 -1.1430 -1.4031 -0.1726
C 5.4099 1.8319 -1.4591 -0.9543 0.6902 0.2919 -0.3036
C -3.3227 -0.2751 0.5902 -0.7620 0.1358 -0.2963 -0.1168
C -1.7769 4.9052 4.5588 -0.9997 -0.2719 1.0400 0.0763
C 0.2338 4.8266 2.6611 0.2346 -1.4865 0.2323 0.0736
C 5.8807 2.6998 -2.5813 0.7245 -1.6431 -1.4746 -0.2062
C -6.2219 -1.4272 -1.4096 1.6363 1.8990 0.8984 -0.2003
C -0.7379 3.8609 4.7643 -1.5366 -0.5404 1.2153 -0.2891
C 1.3006 0.8476 0.5422 -1.1124 1.1098 1.6562 -0.7157
C -1.1441 -3.7359 0.2075 -0.5673 -1.1315 0.7416 0.0893
C 4.7464 3.9609 -0.4492 -1.9363 -0.1589 0.4670 -0.2230
C 1.3075 -4.6670 3.9873 0.0342 0.9867 0.4459 -0.6694
C -2.5073 4.8005 -2.0429 -0.4687 -1.6438 0.2522 -0.6782
C 5.0458 4.8162 -1.6528 1.7441 -0.9078 -0.2528 -0.3161
C 3.8018 -3.3966 -0.9410 0.9562 0.0935 0.0111 -0.6503
C -1.6113 -5.1168 0.6390 0.3577 2.8383 -0.5989 -0.3058
C 4.8190 2.6149 -0.3699 1.0449 -0.3254 -0.1909 0.0786
C 2.4071 -3.7942 -0.5638 -0.3284 0.1207 0.3026 -0.6841
C -0.7376 5.9160 2.5256 1.8001 -0.4511 0.7051 -0.3172
C -2.7482 -3.7119 -1.6535 -2.1187 -0.5622 -1.4883 -0.2898
C -2.6719 -5.7046 -0.2035 -0.2519 -1.6934 -0.6934 -0.1985
C 4.0113 -0.8797 -4.0355 -0.0261 -0.7667 1.3048 -0.6035
C -7.5604 -3.2523 -1.0672 -0.1526 -0.9276 1.2294 -0.1112
C -1.7196 -3.0915 -0.7958 0.9406 0.7029 -0.8242 -0.2451
C 3.1973 -0.1060 -5.0245 0.5130 0.5599 -1.6071 -0.6656
C 2.5136 -3.8179 4.4209 -0.1885 -0.2077 0.3088 -0.6053
C -1.9803 4.0003 -0.8364 0.4353 1.8082 0.0344 -0.6917
C 5.7502 4.0163 -2.6266 0.0838 1.2512 -1.3502 0.0581
C 0.1884 0.1895 1.3757 -0.3087 0.3855 -0.2891 -0.6536
H -4.0282 -5.5120 -1.7753 0.0497 0.1441 -0.2667 0.1361
H 0.9829 2.1505 4.2857 -0.5454 0.2199 0.6446 0.1028
H 3.9389 -3.3593 -2.0217 -0.2865 -0.3222 0.1446 -0.0183
H 2.1607 -3.9306 0.4891 0.7034 0.1846 0.1540 0.0534
H -0.3622 -3.2655 0.7851 0.1072 -0.0550 0.0880 0.1019
H -1.3383 -1.8781 -2.1516 -0.3151 0.4245 -0.5260 0.1161
H -5.5907 -2.0621 -2.0315 0.5025 0.6124 -0.5732 0.1099
H -1.8094 4.8712 -2.8771 0.1381 0.2738 0.3327 0.0772
H -5.9015 0.3574 0.0383 -0.6614 -0.0524 -0.1766 0.1230
H 1.0292 4.6814 1.9451 -0.0166 0.2975 -0.2756 0.1266
H -7.8605 -3.8772 -0.2261 -0.1390 -0.1856 -0.1127 0.0905
H 4.4987 2.1336 0.5423 -0.1300 -0.0981 -0.0476 0.1293
H 6.4036 1.0688 -3.4343 -0.0560 -0.4149 0.4579 0.0872
H -0.4220 0.8817 1.9557 0.7016 0.4561 0.2462 0.0629
H -2.7981 -0.7500 1.4193 0.0118 -0.7765 -0.3971 0.0889
H 3.4186 -4.4123 4.2945 0.0516 0.2458 0.2768 0.0644
H 2.2060 1.0594 1.1109 -0.2334 -0.1595 0.2247 0.0588
H 5.0278 -0.5369 -3.8425 -0.2889 0.4829 -0.5525 0.0416
H -2.7191 4.0397 -0.0359 -0.2142 -0.6403 -0.2117 0.0695
H 1.2401 -4.9453 2.9356 0.6832 -0.0423 0.0136 0.0521
H -2.7069 -0.1316 -0.2978 0.4760 0.4607 0.4004 0.0463
H 2.9346 0.9060 -4.7167 0.4579 -0.1217 0.5900 0.0704
H -7.0343 -3.9024 -1.7663 0.3002 0.1400 -0.2643 0.0859
H -2.6866 -7.3585 0.8502 0.4089 0.2724 0.3831 0.1108
H -3.6358 0.6533 1.0678 -0.1855 0.5574 -0.4054 0.0874
H 1.7053 -3.0311 -0.9005 0.0080 -0.0755 -0.3925 0.0387
H -3.3782 4.2489 -2.3971 -0.0238 0.1526 -0.2186 0.0642
H 3.7362 0.0145 -5.9643 0.0983 -0.0991 0.0333 0.0690
H 3.5233 -0.7913 -3.0649 -0.0453 -0.5026 0.0659 0.0293
H 3.8106 5.4300 0.2080 0.1184 0.7096 0.0034 0.1149
H 6.0980 4.5781 -3.4809 0.0892 -0.1613 -0.2535 0.1410
H -8.4826 -2.9044 -1.5327 0.0824 0.5767 -0.1549 0.0875
H -2.5047 7.3897 2.7148 0.3967 0.1164 -0.4584 0.1062
H 0.4088 -4.0693 4.1397 -0.1968 -0.3636 0.4736 0.0640
H -6.9874 -0.9267 -2.0025 -0.1873 0.0839 -0.1659 0.1203
H -0.5948 -0.2438 0.7537 0.5512 -0.5273 -0.3336 0.0253
H 4.0778 -2.3965 -0.6068 -0.1046 -0.1134 0.4680 0.0613
H 0.8972 1.8065 0.2166 0.0846 -0.0193 -0.2106 0.0334
H -4.7597 0.2501 -1.3167 -0.4200 0.4432 -0.6191 0.1126
H -1.1243 4.5279 -0.4157 0.1967 -0.0901 -0.1245 0.0529
H -2.6198 4.8688 5.2331 0.0655 0.2282 0.3628 0.1330
H 2.6131 -2.8591 3.9121 -0.1759 -0.2557 -0.2138 0.0235
```
Forces are in eV/Å.